--- P ---
Here is a 2-piece molecular cluster, C3H10N2S overall from OMol25. Energies are from ωB97M-V/def2-TZVPD.

Results
* E_LUMO: -0.02507 hartree
* highest occupied orbital energy: -6.001 eV

The geometry in ORCA input format:
```
! wB97M-V def2-TZVPD RIJCOSX def2/J DEFGRID3
* xyz 0 1
C -2.462 -0.735 -0.822
S -0.857 -1.021 -1.676
H -3.144 -1.617 -0.974
H -2.088 -0.675 0.229
H -3.085 0.129 -1.132
C 0.848 0.864 0.400
C 1.390 0.954 1.661
N 2.298 -0.183 1.991
N -0.204 1.463 -0.139
H 1.396 0.160 -0.274
H 1.057 1.582 2.488
H 1.865 -0.899 2.600
H 2.654 -0.707 1.181
H 3.125 0.208 2.473
H -0.676 1.985 0.619
H -0.715 0.704 -0.788
*
```

***

--- Q ---
Here is a single C3H10N2S molecule from OMol25. Energies are from ωB97M-V/def2-TZVPD.

Results
* E_LUMO: 0.03288 hartree
* highest occupied orbital energy: -9.070 eV

The geometry in ORCA input format:
```
! wB97M-V def2-TZVPD RIJCOSX def2/J DEFGRID3
* xyz 0 1
N 2.296 -0.414 0.537
C 1.018 -0.690 -0.126
C -0.209 0.053 0.440
N 0.016 1.502 0.616
C -1.362 -0.198 -0.537
S -3.013 0.152 0.149
H 2.474 0.580 0.618
H 3.015 -0.731 -0.105
H 0.779 -1.745 -0.001
H 1.040 -0.399 -1.183
H -0.475 -0.326 1.423
H -0.485 2.053 -0.066
H 0.995 1.726 0.652
H -1.281 -1.116 -1.094
H -1.259 0.607 -1.270
H -3.549 -1.055 -0.053
*
```

***

Which structure loses on stability? P does.

***

--- P ---
Here is a 2-piece molecular cluster, C3H10N2S overall from OMol25. Energies are from ωB97M-V/def2-TZVPD.

Results
* E_LUMO: 0.03197 hartree
* highest occupied orbital energy: -9.127 eV

The geometry in ORCA input format:
```
! wB97M-V def2-TZVPD RIJCOSX def2/J DEFGRID3
* xyz 0 1
H -1.798 -0.228 1.202
N -1.463 0.123 2.093
C -0.476 0.929 1.949
N -0.160 1.925 2.804
H 0.181 0.641 1.114
H -0.958 2.391 3.190
H 0.695 2.165 3.268
C 0.827 -1.986 -0.524
C -0.017 -1.379 -1.664
S 0.561 0.257 -2.232
H 1.663 -2.499 -0.982
H 1.141 -1.190 0.144
H 0.270 -2.764 -0.001
H -0.032 -2.012 -2.548
H -1.078 -1.298 -1.425
H 0.168 1.080 -1.230
*
```

***

--- Q ---
Here is a single C3H10N2S molecule from OMol25. Energies are from ωB97M-V/def2-TZVPD.

Results
* E_LUMO: 0.03611 hartree
* highest occupied orbital energy: -9.055 eV

The geometry in ORCA input format:
```
! wB97M-V def2-TZVPD RIJCOSX def2/J DEFGRID3
* xyz 0 1
N 0.376 -2.248 -0.148
C 0.870 -0.906 0.155
C -0.168 0.168 -0.092
N -1.153 0.121 1.014
C 0.448 1.558 -0.255
S -0.774 2.793 -0.783
H 1.072 -2.801 -0.593
H -0.027 -2.670 0.670
H 1.388 -0.867 1.113
H 1.719 -0.688 -0.520
H -0.713 -0.031 -1.023
H -1.736 0.940 0.959
H -1.715 -0.720 0.946
H 0.996 1.903 0.623
H 1.216 1.504 -1.030
H -1.800 1.945 -1.038
*
```

***

Which structure loses on stability? P does.

***

--- P ---
Here is a single C8H12O2 molecule from OMol25. Energies are from ωB97M-V/def2-TZVPD.

Results
* E_LUMO: 0.03398 hartree
* highest occupied orbital energy: -10.156 eV

The geometry in ORCA input format:
```
! wB97M-V def2-TZVPD RIJCOSX def2/J DEFGRID3
* xyz 0 1
O -3.079 0.519 1.304
C -2.285 0.219 0.472
O -2.634 0.020 -0.851
C -1.523 -0.500 -1.560
C -0.298 0.122 -0.858
C 1.034 -0.595 -1.140
C 1.887 -0.498 0.241
C 1.480 0.833 0.968
C 0.058 0.686 1.520
C -0.793 -0.089 0.558
H -1.557 -0.266 -2.686
H -1.485 -1.580 -1.358
H -0.243 1.196 -1.062
H 1.640 -0.148 -1.965
H 0.888 -1.654 -1.311
H 2.933 -0.398 -0.083
H 1.712 -1.310 0.911
H 1.485 1.657 0.260
H 2.141 1.105 1.785
H -0.538 1.654 1.593
H -0.028 0.196 2.556
H -0.795 -1.168 0.703
*
```

***

--- Q ---
Here is a 2-piece molecular cluster, C8H12O2 overall from OMol25. Energies are from ωB97M-V/def2-TZVPD.

Results
* E_LUMO: 0.02320 hartree
* highest occupied orbital energy: -8.811 eV

The geometry in ORCA input format:
```
! wB97M-V def2-TZVPD RIJCOSX def2/J DEFGRID3
* xyz 0 1
C 3.217 -0.401 1.034
C 2.055 -0.059 0.135
C 0.988 -0.928 0.001
C -0.126 -0.539 -0.727
C -0.100 0.674 -1.395
O -1.171 0.938 -2.239
C 0.957 1.552 -1.278
C 2.032 1.189 -0.477
H 2.881 -0.553 2.074
H 3.971 0.389 1.117
H 3.785 -1.287 0.788
H 1.033 -1.957 0.339
H -1.034 -1.115 -0.832
H -1.550 1.808 -2.040
H 0.982 2.435 -1.913
H 2.874 1.857 -0.335
C -3.027 -1.585 1.932
O -3.558 -0.275 1.926
H -3.854 -2.261 2.176
H -2.836 -1.967 0.913
H -2.215 -1.583 2.649
H -3.209 0.233 1.190
*
```

***

Which structure loses on stability? Q does.

***

--- P ---
Here is a 2-piece molecular cluster, C8H12O2 overall from OMol25. Energies are from ωB97M-V/def2-TZVPD.

Results
* E_LUMO: 0.03146 hartree
* highest occupied orbital energy: -8.842 eV

The geometry in ORCA input format:
```
! wB97M-V def2-TZVPD RIJCOSX def2/J DEFGRID3
* xyz 0 1
C -1.629 -1.498 -1.759
C -1.262 -0.190 -1.085
C 0.038 0.331 -1.068
C 0.362 1.412 -0.276
C -0.625 2.000 0.510
O -0.226 2.982 1.408
C -1.943 1.616 0.420
C -2.242 0.523 -0.396
H -0.981 -2.225 -1.265
H -1.451 -1.498 -2.835
H -2.666 -1.760 -1.588
H 0.754 -0.249 -1.644
H 1.352 1.830 -0.307
H -0.331 3.864 1.039
H -2.786 2.126 0.875
H -3.222 0.076 -0.385
C 3.064 -1.824 1.399
O 2.542 -0.515 1.237
H 3.009 -2.125 2.451
H 4.091 -1.813 1.089
H 2.557 -2.557 0.766
H 1.597 -0.504 1.414
*
```

***

--- Q ---
Here is a 2-piece molecular cluster, C8H12O2 overall from OMol25. Energies are from ωB97M-V/def2-TZVPD.

Results
* E_LUMO: 0.02904 hartree
* highest occupied orbital energy: -8.225 eV

The geometry in ORCA input format:
```
! wB97M-V def2-TZVPD RIJCOSX def2/J DEFGRID3
* xyz 0 1
C -0.392 -1.977 0.775
C -1.199 -0.896 -0.045
C -0.613 0.503 -0.012
C 0.670 0.724 0.538
C 1.223 2.035 0.682
C 0.481 3.161 0.362
O 0.888 4.351 0.755
C -0.765 2.947 -0.264
C -1.231 1.641 -0.490
H -0.961 -2.922 0.799
H -0.121 -1.704 1.809
H 0.535 -2.139 0.200
H -1.324 -1.156 -1.114
H -2.208 -0.768 0.390
H 1.355 -0.051 0.907
H 2.174 2.035 1.232
H 1.763 4.399 1.212
H -1.462 3.762 -0.497
H -2.240 1.557 -0.914
O 0.752 -5.095 -2.170
H 1.181 -5.961 -1.990
H 1.492 -4.446 -2.164
*
```

***

Which structure loses on stability? P does.